(1)
{"formula": "C44H40CrN3O10P4S4", "method": "the ωB97M-V functional and the def2-TZVPD basis", "e_lumo_ev": [1.008, 0.714], "s_squared": 6.060, "largest_force_ev_per_a": 2.9, "orbital_gap_ev": [5.129, 4.802], "multiplicity": 5, "charge": -1, "e_tot_ev": -180151.312, "species": ["Cr", "C", "C", "O", "P", "O", "O", "O", "P", "O", "O", "O", "H", "H", "H", "H", "H", "H", "H", "O", "S", "O", "O", "C", "C", "C", "C", "C", "C", "P", "C", "C", "C", "C", "C", "C", "C", "C", "C", "C", "C", "C", "H", "H", "H", "H", "H", "H", "H", "H", "H", "H", "H", "H", "H", "H", "N", "C", "C", "C", "C", "C", "C", "S", "N", "C", "C", "C", "C", "C", "C", "N", "H", "H", "H", "H", "H", "H", "H", "H", "H", "S", "P", "S", "C", "C", "C", "C", "C", "C", "C", "C", "C", "C", "C", "C", "H", "H", "H", "H", "H", "H", "H", "H", "H", "H"], "xyz": [[0.378433, -0.714307, 0.125082], [0.225167, -0.570589, -5.205924], [0.190588, -1.055145, -3.759151], [-0.120718, -2.408292, -3.820800], [1.801536, -0.687968, -2.886251], [2.535165, 0.490807, -3.654773], [2.759652, -1.911022, -3.063408], [1.643246, -0.284957, -1.433468], [-0.767332, 0.151328, -2.729887], [-2.192717, 0.301642, -3.432914], [0.097236, 1.345971, -2.970674], [-0.991746, -0.374985, -1.300405], [1.055178, -1.043290, -5.733250], [0.307133, 0.510623, -5.269127], [-0.707339, -0.892059, -5.669381], [-0.032468, -2.809244, -2.938250], [1.925118, 1.255087, -3.540909], [2.851072, -2.347403, -2.168454], [-2.636740, 1.034046, -2.947394], [3.019771, -2.533929, -0.371897], [3.342795, -1.488742, 0.589705], [4.214236, -1.935327, 1.643523], [2.090574, -0.880889, 1.157745], [4.229714, -0.188884, -0.270854], [5.131929, -0.598390, -1.239160], [5.872672, 0.340837, -1.933395], [5.710097, 1.686680, -1.648339], [4.830927, 2.093988, -0.658177], [4.071954, 1.167866, 0.057962], [2.939525, 1.680528, 1.433872], [3.871078, 3.201809, 1.947858], [5.053111, 2.950462, 2.649479], [5.841770, 3.990854, 3.108767], [5.450666, 5.306077, 2.886371], [4.261925, 5.565425, 2.222984], [3.473381, 4.519375, 1.757799], [1.504201, 2.413664, 0.591067], [0.247335, 2.323436, 1.410755], [-0.632075, 3.560981, 1.138933], [-0.980053, 3.719405, -0.331895], [0.241060, 3.554985, -1.152166], [1.395409, 2.939490, -0.688216], [5.250582, -1.654561, -1.438635], [6.563785, 0.022002, -2.702062], [6.283727, 2.426892, -2.192475], [4.736293, 3.147869, -0.431701], [5.345367, 1.919033, 2.820606], [6.757887, 3.779049, 3.646772], [6.070884, 6.123404, 3.232876], [3.944461, 6.588660, 2.060797], [2.550894, 4.724491, 1.226070], [0.524866, 2.402436, 2.473421], [0.024008, 4.406130, 1.395063], [-1.413763, 4.706597, -0.508694], [0.219951, 3.975422, -2.145183], [2.262107, 2.929564, -1.338473], [-1.815965, 1.431001, 3.006694], [-2.406462, 2.696539, 2.772147], [-3.600837, 2.925606, 3.462546], [-4.263977, 4.130660, 3.375265], [-3.715763, 5.151506, 2.612393], [-2.533880, 4.925213, 1.935940], [-1.868796, 3.701426, 1.975020], [-2.398912, 2.621444, -0.754669], [-0.302369, 0.936000, 1.254440], [-1.130934, 0.583059, 2.188579], [-1.124820, -0.832243, 2.554435], [-1.647449, -1.360900, 3.728676], [-1.295194, -2.636544, 4.123129], [-0.381999, -3.332297, 3.348168], [0.063827, -2.763936, 2.176354], [-0.342984, -1.564091, 1.738098], [-2.332496, 0.932073, 3.710645], [-4.024289, 2.121714, 4.057538], [-5.207874, 4.267809, 3.886267], [-4.213629, 6.109467, 2.542100], [-2.109607, 5.715372, 1.328444], [-2.303511, -0.768204, 4.350819], [-1.692506, -3.064033, 5.033156], [-0.029036, -4.310695, 3.637526], [0.772280, -3.284262, 1.550144], [-0.708598, -6.285428, -1.630298], [-1.385962, -4.502718, -1.200743], [0.168959, -3.201298, -0.828042], [-2.563781, -3.909100, -2.477236], [-2.925083, -4.762029, -3.512327], [-3.872098, -4.360053, -4.441433], [-4.463758, -3.110206, -4.334482], [-4.105477, -2.260331, -3.299155], [-3.155102, -2.655456, -2.372078], [-2.563742, -4.569410, 0.217137], [-3.076275, -5.805737, 0.594676], [-4.032359, -5.891980, 1.596094], [-4.480782, -4.741583, 2.227859], [-3.973818, -3.506563, 1.851810], [-3.019603, -3.418755, 0.849199], [-2.457677, -5.735567, -3.582384], [-4.148811, -5.025761, -5.249888], [-5.199955, -2.794083, -5.063534], [-4.555396, -1.280475, -3.215579], [-2.858557, -1.974613, -1.586827], [-2.712820, -6.693557, 0.093434], [-4.434277, -6.858356, 1.874387], [-5.230791, -4.806309, 3.007071], [-4.326689, -2.605097, 2.337355], [-2.633879, -2.454148, 0.549362]], "forces_ev_per_a": [[0.330, 0.463, -2.795], [0.057, 0.036, -0.035], [0.095, 0.340, 0.499], [-0.080, -0.268, -0.078], [0.143, 0.814, -0.272], [0.033, -0.155, 0.046], [0.044, -0.332, 0.638], [-0.281, -0.657, 0.389], [-0.274, 0.288, -0.253], [-0.130, 0.191, 0.543], [-0.060, 0.260, 0.182], [0.179, -0.134, 0.466], [-0.011, 0.009, -0.015], [0.025, -0.035, -0.044], [-0.016, 0.013, 0.007], [0.005, 0.005, 0.092], [-0.057, -0.126, -0.068], [0.122, 0.077, -0.330], [0.049, -0.040, -0.123], [0.135, 0.266, -0.249], [0.880, -0.775, 0.047], [-0.120, 0.314, 0.179], [-0.432, -0.174, -0.358], [-0.300, 0.375, 0.305], [-0.041, -0.157, 0.083], [-0.018, 0.051, -0.015], [0.101, 0.042, -0.066], [-0.072, -0.134, 0.048], [-0.155, -0.355, -0.049], [0.254, 0.896, -0.040], [0.018, -0.259, 0.066], [-0.032, 0.067, -0.012], [0.034, -0.045, -0.003], [-0.010, 0.041, 0.013], [-0.004, 0.073, 0.013], [-0.062, -0.090, -0.083], [-0.040, -0.382, -0.127], [0.087, 0.341, -0.195], [-0.042, -0.168, 0.059], [-0.342, -0.185, -0.270], [-0.092, -0.073, 0.070], [-0.017, 0.317, 0.191], [-0.035, -0.020, -0.064], [0.016, -0.008, 0.002], [-0.022, 0.010, -0.010], [-0.003, 0.019, 0.018], [0.060, 0.031, 0.039], [0.011, 0.005, -0.025], [-0.020, 0.004, 0.025], [0.009, -0.004, -0.009], [0.029, 0.021, -0.012], [-0.078, -0.224, -0.021], [0.089, -0.075, 0.122], [0.399, 0.176, 0.105], [0.013, -0.169, -0.172], [0.046, -0.101, -0.042], [0.009, -0.743, -0.222], [-0.145, 0.603, 0.012], [0.099, -0.187, -0.020], [-0.020, 0.010, 0.002], [0.030, 0.008, 0.003], [-0.053, 0.062, 0.099], [0.088, -0.212, 0.203], [-0.042, -0.384, -0.403], [-0.217, 0.374, 0.721], [0.149, 1.264, -0.414], [0.137, -0.812, 0.023], [-0.164, 0.368, -0.195], [0.221, -0.175, -0.208], [-0.327, 0.035, 0.369], [0.143, -0.024, -0.416], [-0.707, -0.752, 1.916], [0.007, 0.109, 0.064], [-0.017, 0.005, 0.001], [0.026, 0.000, 0.051], [0.005, 0.003, -0.034], [0.010, -0.011, -0.009], [-0.002, -0.083, 0.038], [-0.026, 0.015, 0.011], [0.050, -0.002, -0.049], [-0.045, -0.003, -0.020], [0.105, -0.013, 0.020], [-0.490, 0.033, 0.129], [0.143, -0.144, -0.177], [0.259, -0.015, 0.069], [0.031, -0.018, -0.034], [-0.042, 0.011, -0.027], [-0.026, -0.031, -0.029], [-0.024, 0.058, 0.056], [-0.013, -0.023, -0.051], [0.297, -0.052, -0.026], [0.035, -0.007, 0.048], [-0.018, 0.024, 0.008], [-0.052, -0.046, 0.049], [0.032, 0.121, 0.012], [0.003, -0.025, 0.052], [0.019, 0.018, 0.008], [0.013, 0.004, -0.004], [-0.005, 0.000, 0.007], [0.030, 0.022, -0.024], [0.048, 0.087, -0.027], [0.008, -0.003, -0.003], [0.016, -0.001, 0.019], [0.002, 0.008, -0.005], [-0.017, 0.028, -0.005], [0.021, 0.096, -0.003]]}


(2)
{"formula": "C44H40N2O3P2S3Sr", "method": "the ωB97M-V functional and the def2-TZVPD basis", "e_lumo_ev": 0.254, "largest_force_ev_per_a": 0.2, "orbital_gap_ev": 7.789, "multiplicity": 1, "e_tot_ev": -107323.108, "species": ["Sr", "C", "O", "C", "C", "C", "C", "C", "C", "O", "C", "O", "C", "H", "H", "H", "H", "H", "H", "H", "H", "H", "C", "C", "P", "C", "C", "C", "C", "C", "C", "C", "C", "C", "C", "C", "C", "C", "P", "C", "C", "C", "C", "C", "C", "C", "C", "C", "C", "C", "C", "H", "H", "H", "H", "H", "H", "H", "H", "H", "H", "H", "H", "H", "H", "H", "H", "H", "H", "H", "H", "H", "H", "H", "H", "H", "H", "S", "C", "S", "C", "N", "N", "C", "C", "C", "C", "C", "C", "S", "H", "H", "H", "H", "H"], "xyz": [[0.007498, -0.496092, -1.173065], [-5.488674, 4.120082, -0.319625], [-6.043464, 2.850614, -0.028541], [-5.224299, 1.775154, -0.114463], [-5.842918, 0.533564, 0.146828], [-5.088210, -0.597997, 0.069514], [-3.707675, -0.587219, -0.246851], [-2.978074, -1.827933, -0.228986], [-3.713476, -3.143249, -0.091048], [-1.736846, -1.913147, -0.294074], [-3.081662, 0.679026, -0.506782], [-1.845633, 0.814063, -0.820532], [-3.890315, 1.846911, -0.427702], [-6.300302, 4.834991, -0.217994], [-5.096485, 4.153400, -1.339087], [-4.689829, 4.373188, 0.382069], [-6.894144, 0.509458, 0.396453], [-5.568397, -1.542130, 0.285952], [-4.643953, -3.177962, -0.651710], [-3.941976, -3.311324, 0.964720], [-3.048485, -3.933769, -0.429984], [-3.394351, 2.781912, -0.643909], [1.995474, -2.956410, 2.032901], [0.537259, -2.556100, 2.259223], [0.174769, -0.755726, 2.125307], [-1.577302, -0.662852, 2.640147], [-2.164999, 0.601872, 2.603273], [-3.481219, 0.785011, 2.991856], [-4.237172, -0.300996, 3.410979], [-3.668308, -1.564376, 3.437199], [-2.344721, -1.746467, 3.054645], [0.974592, -0.057627, 3.616380], [1.755551, 1.087363, 3.508626], [2.339349, 1.654331, 4.633248], [2.150297, 1.073072, 5.877180], [1.366369, -0.067478, 5.997998], [0.776804, -0.623995, 4.874649], [2.595719, -2.473772, 0.703516], [3.428847, -0.821907, 0.890753], [5.189794, -1.302553, 0.751784], [5.660160, -2.459455, 1.371695], [7.011465, -2.773633, 1.352199], [7.914076, -1.932567, 0.719228], [7.458037, -0.771759, 0.110854], [6.107908, -0.456385, 0.131430], [3.162801, -0.042587, -0.752771], [3.436497, -0.667481, -1.969275], [3.232398, 0.002993, -3.168144], [2.731682, 1.299906, -3.172879], [2.451936, 1.937117, -1.969084], [2.674380, 1.269818, -0.769094], [2.043643, -4.047348, 2.072536], [2.603245, -2.589908, 2.866887], [0.211845, -2.930740, 3.232137], [-0.095260, -3.029340, 1.499588], [-1.587730, 1.449426, 2.248836], [-3.925774, 1.770672, 2.944902], [-5.271014, -0.162847, 3.699731], [-4.255712, -2.416870, 3.756326], [-1.927060, -2.744552, 3.073945], [1.916829, 1.530545, 2.534245], [2.945889, 2.545527, 4.536035], [2.608943, 1.509681, 6.755035], [1.207766, -0.516305, 6.970171], [0.141068, -1.495605, 4.981149], [1.818659, -2.415785, -0.066243], [3.315908, -3.196491, 0.317796], [4.972826, -3.127497, 1.877606], [7.357609, -3.679742, 1.832791], [8.967354, -2.179693, 0.699604], [8.155555, -0.109697, -0.386090], [5.766779, 0.451134, -0.352578], [3.815692, -1.681880, -1.983045], [3.452625, -0.493444, -4.103556], [2.559268, 1.809072, -4.113837], [2.078420, 2.953469, -1.962341], [2.481939, 1.778059, 0.169680], [0.902406, 0.969634, -7.338624], [0.578984, 0.089123, -5.978499], [1.183086, -1.521844, -5.670861], [0.497980, -1.509207, -4.059919], [-0.147407, -0.405002, -3.806565], [-0.131284, 0.461719, -4.887605], [-0.924566, 1.645694, -4.764563], [-0.830664, 2.401831, -3.607440], [-1.636421, 3.518984, -3.452561], [-2.522966, 3.878370, -4.454704], [-2.614802, 3.110523, -5.607819], [-1.821885, 1.985898, -5.766886], [0.728992, -2.794111, -2.954308], [-0.138463, 2.109853, -2.831814], [-1.570257, 4.104757, -2.544723], [-3.149715, 4.753089, -4.337622], [-3.315406, 3.384248, -6.385516], [-1.887655, 1.377686, -6.656303]], "forces_ev_per_a": [[0.114, -0.017, -0.079], [0.000, 0.003, -0.001], [0.000, 0.003, 0.000], [-0.001, 0.018, 0.005], [0.000, -0.020, -0.003], [0.003, 0.022, -0.009], [-0.023, 0.015, 0.040], [-0.011, -0.068, -0.002], [0.022, 0.009, 0.079], [0.029, 0.040, -0.043], [-0.013, 0.016, -0.040], [-0.053, 0.084, 0.087], [0.017, -0.002, -0.026], [0.000, 0.000, 0.001], [0.000, -0.002, -0.001], [0.000, -0.001, 0.001], [0.000, 0.003, 0.001], [-0.001, -0.008, -0.003], [0.002, 0.006, -0.030], [-0.031, -0.003, -0.016], [0.005, 0.001, 0.002], [-0.003, 0.000, 0.001], [0.065, -0.022, 0.014], [-0.070, -0.017, 0.012], [0.041, 0.009, -0.088], [-0.013, 0.047, 0.017], [0.000, -0.013, 0.001], [-0.001, -0.007, 0.009], [-0.002, 0.020, -0.002], [0.001, -0.013, 0.004], [-0.007, 0.004, -0.007], [-0.006, -0.008, 0.038], [-0.009, -0.007, 0.009], [-0.001, 0.002, -0.006], [0.009, 0.002, 0.009], [-0.007, 0.000, 0.001], [0.011, 0.009, -0.013], [-0.043, -0.004, -0.017], [-0.007, 0.039, -0.033], [0.025, -0.011, -0.007], [0.017, 0.020, -0.007], [-0.006, -0.007, 0.010], [0.007, 0.005, -0.007], [-0.002, -0.002, 0.001], [0.024, -0.012, -0.004], [-0.081, 0.109, 0.121], [-0.005, -0.021, -0.040], [0.002, -0.003, 0.022], [-0.015, -0.005, 0.016], [0.015, -0.041, -0.042], [-0.018, -0.012, 0.027], [0.010, 0.004, 0.000], [-0.006, -0.012, 0.005], [-0.005, -0.014, 0.000], [0.001, -0.008, 0.008], [-0.005, 0.003, 0.001], [0.003, -0.001, -0.002], [0.001, -0.001, 0.000], [0.003, 0.000, -0.002], [0.007, -0.009, -0.002], [0.004, 0.003, 0.001], [-0.001, 0.000, -0.001], [-0.001, 0.000, 0.000], [-0.001, -0.002, -0.002], [0.002, -0.004, 0.011], [0.004, -0.020, -0.007], [0.002, 0.001, -0.005], [0.001, -0.003, 0.002], [0.002, 0.002, 0.000], [-0.001, -0.001, 0.001], [-0.002, 0.001, 0.000], [-0.001, 0.002, 0.001], [-0.001, 0.002, -0.003], [-0.002, 0.005, 0.001], [0.001, -0.001, -0.002], [-0.002, -0.001, -0.010], [-0.005, -0.034, 0.015], [-0.001, -0.048, -0.024], [-0.022, 0.084, 0.112], [-0.071, 0.074, 0.003], [0.097, -0.122, -0.078], [0.001, -0.020, 0.002], [-0.023, -0.036, -0.019], [0.034, -0.061, 0.004], [-0.033, -0.013, -0.084], [0.029, -0.008, 0.037], [-0.034, 0.027, -0.005], [0.006, -0.025, -0.013], [0.023, 0.039, 0.058], [-0.008, 0.024, -0.009], [-0.002, 0.035, 0.024], [0.006, -0.009, 0.003], [0.006, -0.001, 0.005], [0.004, -0.011, -0.007], [-0.004, -0.001, -0.022]]}


Look up the multiplicity of the first one. 5